Below is C20H25ClIInNO3 as an isolated structure, with properties calculated with ωB97M-V/def2-TZVPD.

Structure (XYZ):
```
52
Properties=species:S:1:pos:R:3:forces:R:3
C -3.154 -1.587 -0.985 0.4974 0.9458 -1.7494
C -3.888 -0.371 -0.171 1.6096 1.2112 0.0796
C -2.981 0.229 1.063 -0.1877 0.1447 -0.9875
C -1.421 0.224 0.679 1.2018 1.8127 -1.3053
C -0.921 1.307 -0.304 -0.1876 -2.3817 1.7168
C -1.827 2.467 -0.947 0.7650 -0.3079 0.6519
C -1.269 3.879 -0.341 0.1311 0.3633 0.6497
C -2.198 4.462 0.847 1.0057 -0.5450 0.0861
Cl -1.038 5.124 -1.697 -0.2506 -1.2752 1.1598
C 0.628 1.304 -0.743 0.3413 -0.4303 0.5453
C 1.275 2.326 -1.767 -1.3175 -1.2260 0.0647
C 1.546 0.195 -0.082 -1.7811 -2.1586 2.4445
C 1.038 -0.881 0.898 -0.3946 3.4874 -2.2183
C -0.473 -0.901 1.339 0.9239 0.3672 -0.9233
C -0.991 -1.977 2.385 0.5702 0.7163 -1.4949
C -1.220 -1.154 3.791 -1.3667 5.4337 1.4877
O -1.503 0.075 3.817 1.2459 -5.8575 -0.7972
I -1.057 -2.133 5.751 0.0472 0.1672 -1.5978
C 2.286 -1.812 1.295 0.7225 -0.6742 0.8216
O 2.358 -2.736 2.151 -0.7292 4.0897 -3.9767
N 3.338 -1.274 0.446 -0.6153 -0.4878 -0.1338
C 4.460 -2.177 0.032 1.8862 -0.5282 -0.2558
C 4.207 -2.985 -1.333 0.3407 -0.0366 -0.4242
C 4.268 -2.088 -2.671 -1.2109 0.0656 0.0554
C 3.123 -0.036 -0.295 0.9890 -0.1608 -0.4862
O 3.970 0.613 -0.938 -3.8041 -2.4223 2.5470
H -2.943 -2.550 -0.329 1.1389 1.8203 -1.5365
H -3.885 -1.947 -1.814 1.2220 0.4608 0.9336
H -2.198 -1.265 -1.542 -1.5102 -0.4635 1.1343
H -4.846 -0.841 0.352 1.0621 5.5554 -0.7901
H -4.283 0.462 -0.843 0.6134 -1.4315 0.6820
H -3.227 -0.363 2.009 0.7036 0.8956 -1.2042
H -3.366 1.307 1.209 0.8788 -1.7401 0.0295
H -1.723 2.437 -2.088 -0.1067 0.0655 1.6529
H -2.931 2.366 -0.674 1.6349 0.0041 -0.3742
H -0.213 3.751 0.119 -1.7690 0.1095 -0.7556
H -1.689 5.414 1.247 -1.0444 -1.3650 -0.7785
H -3.279 4.634 0.520 1.6112 -0.1541 0.4354
H -2.127 3.692 1.710 -0.3526 1.1525 -1.3404
H 2.243 1.959 -2.257 -1.1823 0.4510 1.2905
H 0.527 2.558 -2.623 0.9236 -0.2449 1.5552
H 1.400 3.333 -1.200 -0.0048 -1.3207 -0.7469
H -2.007 -2.436 2.064 1.5045 0.9772 0.7373
H -0.257 -2.824 2.607 -0.7542 1.3385 -0.5754
H 5.385 -1.499 -0.135 -1.5263 -1.1576 0.4719
H 4.679 -2.920 0.889 -0.4833 1.4186 -1.3080
H 3.207 -3.565 -1.300 1.6119 0.8287 0.0542
H 5.067 -3.756 -1.427 -1.4906 1.2320 0.4839
H 4.961 -1.178 -2.599 -0.7155 -1.6556 -0.1443
H 3.211 -1.654 -2.886 1.6139 -0.6305 0.3034
H 4.499 -2.774 -3.565 -0.1412 1.2384 1.3977
In -4.763 -2.431 0.332 -3.8699 -7.6974 2.4328
```
Forces are in eV/Å.

Values from the calculation:
Gap between HOMO and LUMO: 3.1 eV
E_HOMO: -18.04 eV
Charge: +3

=====

Below is a 3-piece molecular cluster, C20H25FIN4O4 overall, with properties calculated with ωB97M-V/def2-TZVPD.

Structure (XYZ):
```
55
Properties=species:S:1:pos:R:3:forces:R:3
C 1.588 2.062 0.197 0.6109 -0.1399 0.5495
C 0.873 1.326 -0.417 -0.1093 -0.3828 -0.3715
C 0.012 0.398 -1.141 -0.2544 0.9208 0.1963
C -1.397 1.002 -1.379 -0.1684 -0.4741 0.0711
C -2.536 0.263 -0.615 0.7529 1.2089 -1.1950
N -3.571 -0.232 -1.539 -0.5525 -1.1964 0.9625
C -4.824 0.329 -1.309 0.2642 0.8903 -0.1101
O -5.081 1.452 -1.672 -0.1084 0.0458 0.0036
N -5.849 -0.454 -0.656 -0.1667 -0.0459 -0.9040
C -5.951 -0.193 0.718 0.5867 -0.0977 0.5375
O -5.653 0.796 1.299 0.2556 0.0383 -0.0247
F -6.526 -1.199 1.362 -0.4828 -0.1766 -0.1583
C -3.588 -1.704 -1.700 0.1526 0.4353 -0.1130
C -2.351 -2.159 -2.501 0.1621 -0.3082 0.5747
C -1.230 -2.849 -1.688 0.3291 0.0151 -0.7064
C -1.267 -4.363 -1.895 -0.2910 0.4444 -0.3331
I -0.440 -5.449 -0.260 0.0306 -0.0384 -0.1904
C -3.766 -2.505 -0.393 -0.2998 -0.5104 1.4143
O -3.777 -3.750 -0.561 -0.0190 0.6827 -0.0782
O -3.884 -1.867 0.699 0.2304 -0.4333 -1.2767
H 2.348 2.408 0.852 -0.1007 0.5201 0.0282
H -0.036 -0.494 -0.523 -0.1071 -0.3049 -0.1490
H 0.479 0.161 -2.092 0.1260 -0.2390 -0.0751
H -1.411 2.050 -1.096 0.1554 0.1501 0.0237
H -1.608 0.970 -2.442 -0.1516 -0.0227 -0.1405
H -2.992 0.994 0.044 -0.0813 -0.1978 0.3813
H -2.088 -0.539 -0.043 -0.4339 -0.2277 0.2512
H -6.719 -0.152 -1.087 -0.1503 -0.1728 0.0922
H -4.452 -1.923 -2.323 -0.1628 -0.0320 0.0555
H -1.919 -1.317 -3.036 -0.1464 0.2109 -0.0811
H -2.687 -2.870 -3.252 0.0034 -0.0501 -0.1760
H -1.215 -2.570 -0.640 -0.3032 -0.0489 0.1659
H -0.286 -2.504 -2.113 0.2195 0.0597 0.1963
H -2.289 -4.680 -2.043 -0.1686 -0.2347 0.5427
H -0.730 -4.605 -2.807 0.3587 -0.2567 0.1163
N 3.064 1.616 3.904 -0.0498 0.0687 0.0181
C 1.762 1.445 4.286 0.0477 -0.0840 -0.0272
C 1.421 2.493 5.097 0.0053 0.0194 0.0162
C 2.563 3.333 5.206 -0.0089 0.0068 0.0052
C 3.559 2.766 4.457 0.0640 -0.0393 -0.0328
H 3.579 0.994 3.307 -0.0119 -0.0104 -0.0322
H 1.193 0.596 3.949 -0.0304 0.0168 -0.0087
H 0.460 2.642 5.560 -0.0140 0.0016 -0.0123
H 2.642 4.249 5.768 -0.0003 0.0096 -0.0023
H 4.571 3.080 4.270 0.0040 0.0095 0.0076
N 5.789 1.995 -1.637 0.0597 -0.0401 0.0610
C 4.846 1.294 -0.937 -0.0190 0.0456 -0.0627
C 5.487 0.287 -0.267 0.0313 0.0231 0.0450
C 6.873 0.388 -0.572 -0.0034 -0.0042 0.0222
C 7.027 1.453 -1.418 -0.0137 0.0315 -0.0430
H 5.599 2.787 -2.222 -0.0201 0.0179 -0.0053
H 3.806 1.570 -0.977 -0.0243 -0.0638 -0.0068
H 5.015 -0.443 0.370 -0.0142 -0.0204 -0.0219
H 7.664 -0.248 -0.212 0.0050 -0.0050 0.0002
H 7.905 1.869 -1.882 0.0133 -0.0146 0.0000
```
Forces are in eV/Å.

Values from the calculation:
Gap between HOMO and LUMO: 7.4 eV
E_HOMO: -5.14 eV
Charge: -1

=====

Below is C20H25FN4O2 as an isolated structure, with properties calculated with ωB97M-V/def2-TZVPD.

Structure (XYZ):
```
52
Properties=species:S:1:pos:R:3:forces:R:3
O 1.384 -4.626 1.255 -0.0727 0.3079 -1.2468
C 0.820 -3.701 1.757 -0.2156 -0.7322 5.5593
N 0.820 -2.355 1.443 0.9454 -3.1852 -1.7942
C 1.619 -1.986 0.356 -0.4999 -4.4522 -1.2928
C 2.443 -2.770 -0.711 -4.0668 6.5970 4.3546
C 2.921 -1.660 -1.338 -1.3444 0.6323 2.5141
N 2.552 -0.469 -0.878 -1.9256 0.5366 -0.6205
N 1.525 -0.754 0.063 3.6919 3.0574 -1.2272
C 0.821 0.286 0.794 3.2849 2.9312 1.9325
C 1.468 1.765 0.403 -9.6298 -3.5947 0.3114
H 2.377 1.780 0.664 7.1945 0.1905 0.7328
C 0.894 2.106 -0.895 7.7639 7.3955 1.7716
N -0.339 2.054 -1.240 -6.8117 2.0735 4.4608
C -0.916 0.855 -0.897 4.7829 -2.9234 -2.2542
C -0.667 0.229 0.403 3.0206 8.4676 4.1641
H -1.035 0.973 1.278 -0.2786 -1.9721 -1.8085
H -0.826 -0.705 0.530 -2.6322 -6.1828 0.4904
H -1.844 0.735 -1.104 -6.4811 0.1966 -1.2554
H -0.475 0.197 -1.707 -0.1373 -0.9303 0.6948
C -0.946 2.923 -2.103 -0.6567 -3.8337 -5.2829
C -0.426 2.425 -3.614 3.3211 10.0685 4.2785
H -0.459 1.471 -3.574 -0.6913 -6.4289 -1.1571
H 0.618 2.844 -3.517 -0.1607 -1.2401 -0.2945
C -1.051 3.370 -4.499 -4.9051 -8.3408 -9.2846
O -1.317 4.620 -4.513 2.7517 7.0391 0.6940
C -1.627 5.130 -3.259 -0.8243 -2.5541 1.8151
C -0.739 4.328 -2.132 -5.4240 4.9656 3.9084
H -1.501 4.747 -1.063 2.5802 -0.8212 -2.5992
H 0.252 4.693 -1.932 0.3422 0.1606 -0.3850
H -1.427 6.201 -3.149 -0.2907 -0.3375 -0.3962
H -2.790 4.823 -3.178 2.2723 0.9669 0.7241
H -0.717 3.036 -5.718 -0.4114 1.2440 3.1516
H -2.193 3.040 -4.690 1.3950 -1.2383 0.7295
H -1.953 2.530 -2.293 -0.4831 1.0310 0.9366
H 1.423 3.189 -1.096 -1.6562 -1.6446 0.4659
H 1.381 1.682 -1.588 4.6671 -4.1184 -5.0893
H 0.937 2.392 1.068 -0.5360 0.8069 1.3457
H 1.180 0.359 2.056 -1.5948 -1.1361 -3.4227
H 3.421 -1.672 -2.187 2.9131 0.1197 -3.6187
H 2.557 -3.683 -0.381 1.2468 -4.9602 0.1289
H 0.666 -1.686 2.151 -0.2152 0.5483 0.8685
C 0.107 -4.007 3.370 3.2759 -0.1457 -7.5103
C 0.421 -5.237 3.931 -0.8479 4.9181 -1.7007
C -0.224 -5.507 4.998 -8.9633 4.0763 4.4033
C -1.510 -4.747 5.468 3.7547 3.7368 -5.3430
C -1.735 -3.473 4.493 -4.3866 -3.6979 6.9017
C -0.949 -3.214 3.406 -2.5648 2.0275 1.8268
H -1.238 -2.356 2.745 0.6948 -1.0950 0.5449
H -2.749 -2.952 4.880 2.5487 -0.7076 -1.5560
H -1.984 -4.944 6.460 0.3152 0.2448 -1.2979
F -0.084 -6.487 5.746 1.9730 -5.1084 2.8176
H 1.116 -5.791 3.539 3.9717 -2.9587 -2.0898
```
Forces are in eV/Å.

Values from the calculation:
Gap between HOMO and LUMO: 7.5 eV
E_HOMO: -7.42 eV

=====

Below is C20H25FeN4S as an isolated structure, with properties calculated with ωB97M-V/def2-TZVPD.

Structure (XYZ):
```
51
Properties=species:S:1:pos:R:3:forces:R:3
Fe -0.382 0.481 1.169 -0.0772 0.2026 -0.0618
C 3.661 1.359 5.161 -0.0035 0.0045 0.0172
C 3.988 1.438 3.677 -0.0246 -0.0011 -0.0636
N 3.469 0.312 2.920 0.0291 -0.0200 0.0861
C 2.205 0.172 2.486 -0.0237 -0.2507 -0.0320
S 1.101 1.518 2.584 0.0949 -0.1697 -0.1143
N 1.920 -1.053 2.022 0.0104 0.3068 0.0758
N 0.663 -1.107 1.545 -0.0893 -0.0713 -0.0130
C 0.146 -2.245 1.217 -0.2717 0.0784 -0.0533
C 0.904 -3.525 1.314 -0.0135 -0.0159 0.0232
C -1.256 -2.128 0.760 0.3338 0.0802 0.0860
C -2.095 -3.204 0.510 -0.0466 -0.0420 -0.0281
C -3.410 -2.968 0.141 0.0239 0.0200 -0.0044
C -3.862 -1.664 0.029 0.0050 0.0064 -0.0051
C -2.968 -0.634 0.268 0.0644 -0.0186 -0.0679
N -1.700 -0.852 0.617 0.0282 -0.2103 0.0317
H 4.052 2.233 5.684 0.0055 -0.0046 -0.0002
H 4.100 0.467 5.613 -0.0046 -0.0015 -0.0039
H 2.582 1.327 5.308 0.0020 0.0042 -0.0039
H 5.067 1.459 3.520 0.0057 0.0056 0.0062
H 3.577 2.349 3.245 -0.0012 0.0028 0.0017
H 4.002 -0.544 2.911 0.0053 0.0136 -0.0232
H 1.309 -3.640 2.320 0.0036 -0.0074 -0.0013
H 1.759 -3.498 0.635 0.0025 0.0059 0.0040
H 0.293 -4.391 1.072 0.0045 0.0086 -0.0009
H -1.727 -4.213 0.614 -0.0096 0.0029 -0.0055
H -4.074 -3.800 -0.058 -0.0068 -0.0002 0.0109
H -4.879 -1.437 -0.259 -0.0016 -0.0061 -0.0029
H -3.247 0.404 0.143 0.0025 0.0013 0.0154
C 1.550 1.549 -2.296 0.0271 -0.0271 -0.0422
C 0.269 0.862 -1.802 -0.0257 -0.0106 0.0073
C 0.485 -0.649 -1.948 0.0171 0.0204 0.0555
C 0.027 1.256 -0.347 -0.0224 0.0644 0.0753
C -0.957 1.325 -2.601 -0.0099 -0.0824 0.0938
C -1.046 2.610 -3.129 -0.0583 0.0873 0.0008
C -2.182 3.036 -3.807 0.0681 0.0029 0.0333
C -3.261 2.184 -3.975 -0.0233 -0.0514 0.0142
C -3.188 0.897 -3.459 -0.0248 0.0621 -0.0305
C -2.053 0.479 -2.784 0.0619 -0.0343 0.0067
H 2.397 1.174 -1.718 0.0045 0.0044 -0.0042
H 1.517 2.628 -2.152 0.0069 0.0058 -0.0032
H 1.735 1.343 -3.354 -0.0115 0.0002 0.0042
H 1.395 -0.934 -1.417 -0.0075 0.0009 0.0017
H 0.593 -0.925 -3.000 0.0109 0.0110 0.0004
H -0.332 -1.228 -1.526 -0.0173 -0.0250 -0.0003
H 0.478 2.237 -0.140 -0.0309 0.0538 -0.0847
H -0.225 3.303 -3.012 0.0135 0.0014 0.0032
H -2.218 4.042 -4.205 0.0023 0.0005 0.0014
H -4.145 2.515 -4.505 -0.0009 -0.0024 -0.0005
H -4.018 0.212 -3.588 0.0012 -0.0021 -0.0028
H -2.018 -0.532 -2.403 -0.0287 -0.0042 -0.0022
```
Forces are in eV/Å.

Values from the calculation:
Gap between HOMO and LUMO (spin up / spin down): 6.4 / 7.0 eV
E_HOMO (spin up / spin down): -6.85 / -7.38 eV
2S+1: 2

=====

Number 1: E_tot -54532.4695 eV. Number 2: E_tot -46113.7388 eV. Number 3: E_tot -33901.4111 eV. Number 4: E_tot -72326.3883 eV.